Run A
Density functional theory data (the ωB97M-V functional and the def2-TZVPD basis) for the molecule C6H11NS.

Values from the calculation:
SMILES: C=C(C)[C@]1(C)CN1S
E_HOMO, eV: -8.01
HOMO-LUMO gap, Eh: 0.3248

Geometry as ORCA input:
```
! wB97M-V def2-TZVPD RIJCOSX def2/J DEFGRID3
* xyz 0 1
C 2.0817 -0.4191 -0.2898
C 0.9403 0.2119 0.0080
C 0.7952 1.7402 0.2685
C -0.4091 -0.4264 0.1313
C -0.7877 -0.6101 1.5421
C -0.8630 -1.3781 -0.9624
N -1.3965 0.2236 -0.7938
S -3.0021 0.3957 -0.4850
H 2.9222 0.1526 -0.0314
H 2.1869 -1.4745 -0.2104
H 1.7249 2.2982 0.0717
H -0.0724 1.9643 -0.4385
H 0.4497 1.7754 1.3254
H -0.3499 -1.7308 1.6312
H -1.8478 -0.7054 1.7616
H -0.2421 0.0301 2.1669
H -0.4839 -1.5644 -1.9234
H -1.5770 -2.0538 -0.6965
H -3.5670 0.2684 -1.6706
*
```

---

Run B
Density functional theory data (the ωB97M-V functional and the def2-TZVPD basis) for the molecule C6H11NS.

Values from the calculation:
SMILES: CC[C@@]1(C=S)N[C@@H]1C
E_HOMO, eV: -8.84
HOMO-LUMO gap, Eh: 0.3132

Geometry as ORCA input:
```
! wB97M-V def2-TZVPD RIJCOSX def2/J DEFGRID3
* xyz 0 1
C 2.1965 1.3753 0.1979
C 0.9883 0.9715 -0.6804
C -0.0257 -0.1112 -0.0076
C 0.5161 -1.3769 0.5284
S 1.8078 -2.1104 -0.0749
N -0.8322 0.5829 1.0887
C -1.4191 0.1342 -0.2177
C -2.3242 -1.1561 -0.3594
H 1.7259 2.1057 0.7876
H 2.7978 0.5770 0.6318
H 3.0304 1.9425 -0.3906
H 1.3583 0.4905 -1.5627
H 0.4048 1.7728 -1.0675
H 0.0765 -1.8316 1.5375
H -0.9950 -0.1353 1.7736
H -1.6635 0.9030 -0.9322
H -2.1807 -1.8496 0.4341
H -2.1302 -1.5428 -1.4053
H -3.3320 -0.7415 -0.2813
*
```

---

Run C
Density functional theory data (the ωB97M-V functional and the def2-TZVPD basis) for a cluster of 2 separate species, C6H11NS in total.

Values from the calculation:
E_HOMO, eV: -8.60
HOMO-LUMO gap, Eh: 0.3061

Geometry as ORCA input:
```
! wB97M-V def2-TZVPD RIJCOSX def2/J DEFGRID3
* xyz 0 1
C -1.7432 1.8406 -0.2750
C -0.9499 1.0301 0.8882
C -0.1319 0.0859 -0.0341
C 1.4238 -0.1430 0.1463
C 2.0169 -1.5630 0.2690
C -0.7825 -1.1432 -0.3827
H -0.7896 2.3441 -0.7826
H -2.5018 1.3724 -0.7037
H -2.4281 2.4914 0.3287
H -1.6701 0.4244 1.5411
H -0.2014 1.5950 1.3547
H 1.0298 0.0640 -1.8871
H 1.8280 0.6021 0.8780
H 1.2137 -2.7774 -0.0248
H 2.1143 -1.6215 1.4730
H 3.0217 -1.6579 -0.3454
H -0.0558 -1.3142 -1.2617
N 0.6731 0.5406 -1.1083
S -2.0670 -2.1701 -0.0737
*
```

---

Here are the energies relative to the best structure, in kJ/mol: run A 117.4; run B 0.0; run C 366.3.

---

Run A
Density functional theory data (the ωB97M-V functional and the def2-TZVPD basis) for a cluster of 2 separate species, CH5N3O in total.

Values from the calculation:
E_HOMO, eV: -9.31
HOMO-LUMO gap, Eh: 0.3317

Geometry as ORCA input:
```
! wB97M-V def2-TZVPD RIJCOSX def2/J DEFGRID3
* xyz 0 1
C 0.5829 0.4752 -0.1152
H -2.1570 0.6112 0.7218
H -2.4022 -0.4433 -0.9433
H -0.3628 -1.2912 1.0927
H 1.7724 -1.1580 -0.1946
H 2.6266 0.2055 0.0826
N -1.7709 0.3698 -0.3041
N -0.5255 -0.2641 0.0064
N 1.7319 -0.2151 -0.3057
O 0.5046 1.7100 -0.0407
*
```

---

Run B
Density functional theory data (the ωB97M-V functional and the def2-TZVPD basis) for the molecule CH5N3O.

Values from the calculation:
SMILES: N/N=C/NO
E_HOMO, eV: -7.80
HOMO-LUMO gap, Eh: 0.3244

Geometry as ORCA input:
```
! wB97M-V def2-TZVPD RIJCOSX def2/J DEFGRID3
* xyz 0 1
N 0.3906 1.6024 -0.8816
N 0.5106 0.7058 0.0090
C -0.4367 -0.2403 -0.2283
N -0.5366 -1.4227 0.6939
O 0.0481 -1.2780 1.9720
H 1.1208 2.4229 -0.8167
H 0.4059 1.4049 -1.9737
H -0.8913 -0.5702 -1.0776
H -0.1965 -2.2454 0.1508
H -0.4150 -0.3795 2.1521
*
```

---

Here are the energies relative to the best structure, in kJ/mol: run A 0.0; run B 109.2.

---

Run A
Density functional theory data (the ωB97M-V functional and the def2-TZVPD basis) for the molecule CH5N3O.

Values from the calculation:
SMILES: CO/N=N/N
E_HOMO, eV: -8.91
HOMO-LUMO gap, Eh: 0.3724

Geometry as ORCA input:
```
! wB97M-V def2-TZVPD RIJCOSX def2/J DEFGRID3
* xyz 0 1
C 0.5485 1.0051 -1.5104
O 0.8052 1.0574 -0.1019
N 0.3292 0.2203 0.8335
N -0.4183 -0.7624 0.5639
N -0.6986 -1.5010 1.6459
H -0.5239 0.9343 -1.7104
H 0.9536 1.9349 -1.8975
H 1.0548 0.1454 -1.9623
H -0.4486 -1.0877 2.5438
H -1.6018 -1.9464 1.5955
*
```

---

Run B
Density functional theory data (the ωB97M-V functional and the def2-TZVPD basis) for a cluster of 2 separate species, CH5N3O in total.

Values from the calculation:
E_HOMO (spin up / spin down), eV: -8.18 / -8.35
HOMO-LUMO gap (spin up / spin down), Eh: 0.3329 / 0.2879

Geometry as ORCA input:
```
! wB97M-V def2-TZVPD RIJCOSX def2/J DEFGRID3
* xyz 0 1
C -0.0927 -0.6003 0.8827
N -0.7442 1.9351 -0.1341
N 0.1113 -0.4957 -1.4220
N -0.7159 -0.3273 -0.3778
O -0.0153 2.0040 0.8164
H 0.6074 0.1629 1.2157
H -0.7579 -0.8114 1.5860
H 0.6812 -1.4517 0.7281
H -0.1412 0.2821 -1.9395
H 1.0673 -0.6978 -1.3555
*
```

---

Run C
Density functional theory data (the ωB97M-V functional and the def2-TZVPD basis) for the molecule CH5N3O.

Values from the calculation:
SMILES: N/N=C/NO
E_HOMO, eV: -8.10
HOMO-LUMO gap, Eh: 0.3395

Geometry as ORCA input:
```
! wB97M-V def2-TZVPD RIJCOSX def2/J DEFGRID3
* xyz 0 1
N 2.0420 -0.1065 0.0023
N 0.7882 -0.3206 -0.0434
C 0.1059 0.8111 -0.1088
N -1.2657 0.5404 0.0884
O -1.7028 -0.8069 0.0329
H 2.2478 -1.0131 -0.5845
H 2.2636 -0.2198 0.9865
H 0.5235 1.9041 0.0141
H -2.1853 1.1291 -0.2109
H -0.8144 -1.0043 -0.1471
*
```

---

Here are the energies relative to the best structure, in kJ/mol: run A 0.0; run B 197.7; run C 179.5.

---

Run A
Density functional theory data (the ωB97M-V functional and the def2-TZVPD basis) for a cluster of 2 separate species, C11H18 in total.

Values from the calculation:
SMILES: Cc1ccccc1.CC(C)C
E_HOMO, eV: -8.79
HOMO-LUMO gap, Eh: 0.3578

Geometry as ORCA input:
```
! wB97M-V def2-TZVPD RIJCOSX def2/J DEFGRID3
* xyz 0 1
C -1.0894 2.6142 0.3433
C -0.0949 2.1510 -0.6873
C 1.3680 2.3863 -0.5698
C 2.2157 1.3363 -0.9782
C 1.6632 0.3213 -1.8718
C 0.3403 0.4274 -2.2844
C -0.5239 1.2459 -1.5867
H -1.3591 1.7759 1.0443
H -2.0221 3.0830 -0.0222
H -0.7689 3.3537 1.0584
H 1.6292 3.0682 0.2012
H 3.2797 1.0358 -0.8352
H 2.2547 -0.4721 -2.2208
H -0.0698 -0.3558 -2.9393
H -1.5992 1.0064 -1.9124
C -1.4672 -1.8171 -0.0208
C -0.1970 -1.5929 0.6971
C -0.1755 -0.4006 1.6997
C 0.3698 -2.8293 1.3924
H -2.3331 -2.0928 0.5378
H -1.4729 -2.5504 -0.7334
H -1.6144 -0.7975 -0.4520
H 0.5205 -1.2824 -0.1386
H 0.1979 -0.5295 2.6648
H 0.4552 0.5299 1.3282
H -1.2202 0.0290 1.8118
H 1.3336 -2.6682 1.8199
H -0.2287 -3.3665 2.0347
H 0.6085 -3.6089 0.6196
*
```

---

Run B
Density functional theory data (the ωB97M-V functional and the def2-TZVPD basis) for a cluster of 2 separate species, C11H18 in total.

Values from the calculation:
SMILES: CCc1ccccc1.CCC
E_HOMO, eV: -9.04
HOMO-LUMO gap, Eh: 0.3683

Geometry as ORCA input:
```
! wB97M-V def2-TZVPD RIJCOSX def2/J DEFGRID3
* xyz 0 1
C -1.5826 -1.1907 -3.1561
C -0.7825 -0.3734 -2.1275
C -0.0611 -1.2557 -1.1205
C 1.2792 -1.0530 -0.8728
C 1.9324 -1.7054 0.1911
C 1.2537 -2.6272 0.9489
C -0.0973 -2.8598 0.6669
C -0.7648 -2.1756 -0.3245
H -2.5798 -1.4902 -2.8129
H -1.0316 -2.1124 -3.3304
H -1.7998 -0.6623 -4.0852
H -0.0467 0.2176 -2.6675
H -1.4206 0.2546 -1.5074
H 1.9364 -0.5118 -1.5455
H 2.9280 -1.3255 0.3746
H 1.7297 -3.2411 1.6948
H -0.6217 -3.6328 1.2106
H -1.8058 -2.3435 -0.5687
C 0.7191 1.3940 1.7609
C 0.6001 2.9103 2.0112
C -0.7632 3.4499 1.5047
H 1.2469 0.7693 2.4898
H 1.2832 1.2379 0.8448
H -0.2840 0.9704 1.7531
H 0.7591 3.1587 3.0599
H 1.3519 3.4494 1.4445
H -1.3329 3.8562 2.3444
H -0.6768 4.2348 0.7553
H -1.3683 2.6571 1.0636
*
```

---

Here are the energies relative to the best structure, in kJ/mol: run A 166.3; run B 0.0.